i:
The following is a quantum chemistry calculation of a cluster of 2 separate species, C4H14N2O in total, from OMol25.

multiplicity = 2
⟨S²⟩ = 0.7571
charge = +1

Bonds (Å) are listed after each position.
Atoms and positions in Å:
1 H -0.63851 1.33965 -0.18069  C9 1.066
2 H -0.15403 2.85288 2.65662  O4 0.949
3 N 0.26407 -1.29460 1.62835  H5 0.997, C16 1.409, H19 1.002
4 O -0.21679 3.32590 3.47750  H2 0.949, H20 0.963
5 H 1.22196 -1.40934 1.87802  N3 0.997
6 N 0.44446 -0.59035 -2.01484  C12 1.420, C13 1.444, H14 1.015
7 H -1.19547 -1.72006 -2.70892  C13 1.092
8 H -1.13687 -1.22137 0.17404  C16 1.085
9 C 0.39578 1.08330 -0.20675  H1 1.066, H10 1.086, C12 1.510, H18 1.092
10 H 0.94814 1.81420 -0.78939  C9 1.086
11 H -0.04818 -2.40880 -0.05901  C16 1.101
12 C 0.71715 -0.32447 -0.64701  N6 1.420, C9 1.510, C16 1.578, H17 1.084
13 C -0.90398 -0.68369 -2.52405  N6 1.444, H7 1.092, H15 1.085, H21 1.091
14 H 1.04157 -1.28127 -2.45806  N6 1.015
15 H -1.59635 -0.29035 -1.78713  C13 1.085
16 C -0.06345 -1.35447 0.25879  N3 1.409, H8 1.085, H11 1.101, C12 1.578
17 H 1.76392 -0.58346 -0.53373  C12 1.084
18 H 0.70876 1.17371 0.83559  C9 1.092
19 H -0.40758 -0.95190 2.28876  N3 1.002
20 H -0.10306 2.67270 4.17620  O4 0.963
21 H -1.04152 -0.14822 -3.46429  C13 1.091

ii:
The following is a quantum chemistry calculation of a cluster of 2 separate species, C4H14N2O in total, from OMol25.

multiplicity = 2
⟨S²⟩ = 0.7556
charge = +1

Bonds (Å) are listed after each position.
Atoms and positions in Å:
1 H 0.51228 0.02654 -3.30611  N3 1.022
2 H 0.69400 2.15029 1.15746  O6 0.963
3 N 1.45083 0.05739 -2.90382  H1 1.022, C9 1.485, H17 1.023
4 H 0.05386 2.18442 2.52421  O6 0.988
5 H -0.64738 -1.64521 2.27257  C20 1.102
6 O 0.25397 2.76746 1.75210  H2 0.963, H4 0.988
7 H 0.15852 0.60600 1.11041  C12 1.089
8 H -1.02842 -2.06814 0.53594  C20 1.102
9 C 1.34495 0.22959 -1.43261  N3 1.485, H10 1.171, H15 1.085, C19 1.564
10 H 1.33684 1.39451 -1.31446  C9 1.171
11 H -0.27228 -1.28721 -1.20824  C19 1.088
12 C 0.20742 -0.36510 0.62064  H7 1.089, H13 1.088, C19 1.538, C20 1.640
13 H 1.18067 -0.79118 0.85388  C12 1.088
14 H -2.45357 0.04539 0.59728  N18 1.028
15 H 2.27280 -0.17490 -1.04201  C9 1.085
16 H -2.84781 -0.64898 2.15579  N18 1.010
17 H 1.82289 -0.88688 -3.03305  N3 1.023
18 N -2.17519 -0.51148 1.41474  H14 1.028, H16 1.010, C20 1.416
19 C -0.03588 -0.27227 -0.89522  C9 1.564, H11 1.088, C12 1.538, H21 1.120
20 C -0.98438 -1.26848 1.29347  H5 1.102, H8 1.102, C12 1.640, N18 1.416
21 H -0.84414 0.45824 -1.15297  C19 1.120

According to the calculations, the structures order from most to least stable as i, ii.